Arrangement P

ORCA calculation (the ωB97M-V functional and the def2-TZVPD basis) on a single C5H6O2S molecule.

Calculated values
- SMILES string: O=C1C=C[C@H](S)[C@@H]1O
- E_HOMO: -0.348 Eh
- LUMO energy: 0.0010 hartree
- Kohn-Sham gap: 9.49 eV

Each line ends with the Löwdin charge.
Cartesian coordinates (Å):
O1 -2.15213 -0.57331 -1.03920  0.13
C1 -1.33479 -0.08079 -0.32150  -0.39
C2 -0.94008 1.30360 -0.19823  -0.02
C3 0.28854 1.42593 0.31064  -0.08
C4 0.91745 0.06711 0.55053  -0.57
S1 2.18448 -0.34387 -0.71373  0.78
C5 -0.32728 -0.87651 0.56036  -0.35
O2 -0.20292 -2.22043 0.28196  0.00
H1 -1.64961 2.06458 -0.55138  0.13
H2 0.87681 2.36031 0.39742  0.13
H3 1.52070 0.16242 1.43884  0.09
H4 1.30904 -0.20998 -1.73057  -0.11
H5 -0.79553 -0.79185 1.55537  0.17
H6 0.30531 -2.28721 -0.54050  0.08

---

Arrangement Q

ORCA calculation (the ωB97M-V functional and the def2-TZVPD basis) on a molecular structure, C5H6O2S.

Calculated values
- E_HOMO: -0.340 Eh
- LUMO energy: -0.0522 hartree
- Kohn-Sham gap: 7.82 eV

Each line ends with the Löwdin charge.
Cartesian coordinates (Å):
C1 0.03277 0.55844 -0.67612  -0.43
C2 -1.18411 -0.42877 -0.33101  -0.13
C3 -1.99873 0.02584 0.70868  -0.03
C4 1.21534 -0.27752 -0.80143  -0.74
C5 1.52541 -0.88305 0.52899  -0.29
H1 0.91515 2.07647 0.35373  0.10
H2 -0.11901 1.05831 -1.58544  0.11
H3 -1.22126 -1.66915 -0.66658  0.18
H4 -1.75350 1.30800 1.09620  0.18
H5 -2.92862 -0.56139 1.04991  0.06
H6 0.79448 -0.86099 1.38596  0.14
O1 0.11903 1.56075 0.37107  -0.07
O2 2.61699 -1.31016 0.74045  0.07
S1 1.98606 -0.59679 -2.17440  0.85

---

arrangement P takes first place; second place is 3.420 eV up.

---

Arrangement P

ORCA calculation (the ωB97M-V functional and the def2-TZVPD basis) on a gas-phase ion, C2HF3NOS (charge -1).

Calculated values
- Charge: -1
- SMILES string: [O-]C(=S)NC(F)(F)F
- E_HOMO: -0.135 Eh
- LUMO energy: 0.1413 hartree
- Kohn-Sham gap: 7.52 eV

Each line ends with the Löwdin charge.
Cartesian coordinates (Å):
O1 -1.21902 -1.66946 -0.18123  -0.08
C1 -1.36411 -0.46232 -0.11006  -1.11
S1 -2.81622 0.38044 -0.19096  0.39
N1 -0.25849 0.37579 0.28449  0.08
C2 1.05170 0.10037 -0.05026  -0.61
F1 1.84395 1.09820 0.42134  0.09
F2 1.60828 -0.98343 0.61493  0.06
F3 1.47099 -0.17038 -1.34315  0.08
H1 -0.31709 1.33079 0.55489  0.10

---

Arrangement Q

ORCA calculation (the ωB97M-V functional and the def2-TZVPD basis) on a molecular structure, C2HF3NOS.

Calculated values
- Charge: -1
- E_HOMO: -0.125 Eh
- LUMO energy: 0.1387 hartree
- Kohn-Sham gap: 7.17 eV

Each line ends with the Löwdin charge.
Cartesian coordinates (Å):
C1 -1.39213 0.58068 0.05802  -1.20
C2 1.32937 -0.11756 -0.04058  -0.51
N1 -0.50247 -0.42278 0.36395  0.04
O1 -1.11014 1.74841 -0.08604  -0.08
F1 1.76275 1.05742 0.37639  0.14
F2 2.03391 -1.07875 0.58152  0.10
F3 1.54012 -0.24284 -1.35148  0.12
S1 -2.92291 -0.17905 0.07710  0.37
H1 -0.73851 -1.34553 0.02110  0.04

---

arrangement P takes first place; second place is 1.721 eV up.

---

Arrangement P

ORCA calculation (the ωB97M-V functional and the def2-TZVPD basis) on 2 unconnected molecules or ions with the total composition C2H7N3.

Calculated values
- SMILES string: [H]/N=N\N.C=C
- E_HOMO: -0.352 Eh
- LUMO energy: 0.0379 hartree
- Kohn-Sham gap: 10.60 eV

Each line ends with the Löwdin charge.
Cartesian coordinates (Å):
H1 -3.13337 0.40544 -1.53750  -0.02
N1 -2.52344 1.11285 -1.43120  0.04
N2 -1.68070 1.07527 -0.53914  -0.18
N3 -1.63469 0.05934 0.36352  0.02
H2 -0.70904 -0.20449 0.66945  0.04
H3 -2.17446 -0.74873 0.02883  0.09
C1 2.19116 -1.23993 0.93639  -0.08
C2 1.69752 -0.68354 -0.12667  -0.09
H4 2.71863 -2.14298 0.90026  0.04
H5 1.79854 -0.83798 1.80288  0.03
H6 1.97347 -1.21105 -1.06737  0.07
H7 0.99997 0.15849 -0.01392  0.04

---

Arrangement Q

ORCA calculation (the ωB97M-V functional and the def2-TZVPD basis) on a single C2H7N3 molecule.

Calculated values
- SMILES string: [H]/N=C(\C)NN
- E_HOMO: -0.313 Eh
- LUMO energy: 0.0281 hartree
- Kohn-Sham gap: 9.28 eV

Each line ends with the Löwdin charge.
Cartesian coordinates (Å):
H1 -2.83128 -0.34601 0.13245  0.09
N1 -1.86406 -0.94457 -0.01913  0.01
C1 -0.65428 -0.35406 -0.00285  -0.57
C2 -0.25251 1.13727 -0.12666  -0.06
N2 0.30759 -1.22168 -0.09801  -0.02
N3 1.72162 -0.59967 0.03889  0.05
H2 -1.25752 1.74194 0.17608  0.12
H3 0.24675 1.51709 0.72978  0.02
H4 0.50993 1.51170 -0.91895  0.11
H5 0.33174 -2.33565 -0.24156  0.21
H6 1.69182 -0.13104 0.90049  0.04
H7 2.05021 0.02469 -0.57054  -0.01

---

Arrangement R

ORCA calculation (the ωB97M-V functional and the def2-TZVPD basis) on a molecular structure, C2H7N3.

Calculated values
- E_HOMO: -0.279 Eh
- LUMO energy: 0.0302 hartree
- Kohn-Sham gap: 8.41 eV

Each line ends with the Löwdin charge.
Cartesian coordinates (Å):
C1 -0.77128 -0.45573 0.20438  -0.19
C2 0.54754 -0.97938 -1.31725  0.01
N1 0.21707 1.33964 1.56660  0.01
N2 -0.72230 0.98233 0.51768  -0.23
N3 -0.12381 0.67555 -0.64387  -0.08
H1 0.91453 1.94173 1.13220  0.06
H2 -0.29143 1.91505 2.23229  0.06
H3 -1.74756 -0.84457 -0.05372  0.10
H4 -0.19190 -1.01275 0.93337  0.10
H5 1.59570 -0.91106 -1.03833  0.05
H6 0.22532 -2.01387 -1.20664  0.04
H7 0.34811 -0.63695 -2.32670  0.06

---

arrangement P takes first place; second place is 0.189 eV up.

---

Arrangement P

ORCA calculation (the ωB97M-V functional and the def2-TZVPD basis) on 2 unconnected molecules or ions with the total composition C3H7O2S.

Calculated values
- Charge: -1
- E_HOMO: -0.123 Eh
- LUMO energy: 0.1487 hartree
- Kohn-Sham gap: 7.40 eV

Each line ends with the Löwdin charge.
Cartesian coordinates (Å):
C1 0.76676 0.09081 -0.17663  -0.39
C2 1.45201 -1.30167 -0.03861  -0.32
C3 -1.68751 1.41558 -0.26428  -0.18
O1 -1.28272 -1.01129 -1.43800  -0.43
O2 -1.76760 -1.10862 0.93635  -0.46
S1 -1.00245 -0.41504 -0.15196  0.51
H1 0.86192 0.64302 1.18969  0.10
H2 1.12057 -1.65794 -1.02580  0.04
H3 1.03611 -2.05318 0.61215  0.03
H4 2.44450 -1.13801 0.28784  0.02
H5 -2.47925 1.27046 -1.04263  0.03
H6 -2.10874 1.65956 0.70424  0.02
H7 -0.84760 2.02915 -0.68547  0.03

---

Arrangement Q

ORCA calculation (the ωB97M-V functional and the def2-TZVPD basis) on 2 unconnected molecules or ions with the total composition C3H7O2S.

Calculated values
- Charge: -1
- E_HOMO: -0.105 Eh
- LUMO energy: 0.1463 hartree
- Kohn-Sham gap: 6.85 eV

Each line ends with the Löwdin charge.
Cartesian coordinates (Å):
O1 -1.19065 0.56577 2.44580  -0.08
C1 -0.83500 0.43993 1.24198  -0.31
C2 -1.58516 -0.25711 0.15363  -0.24
C3 -0.64336 -0.47247 -1.04873  -0.71
S1 0.68298 0.80144 -1.34807  0.16
H1 0.17610 0.93034 1.13581  0.07
H2 -1.96345 -1.20941 0.39974  0.08
H3 -2.39792 0.60281 0.00259  0.16
H4 -0.17566 -1.41343 -0.94579  -0.01
H5 -1.18488 -0.44841 -2.12603  0.07
H6 2.59183 -0.47778 0.08252  0.06
H7 1.60782 -1.65490 -0.44431  -0.04
O2 2.29059 -1.49255 0.22712  -0.20

---

arrangement Q takes first place; second place is 2.574 eV up.